The following is a DFT calculation (ωB97M-V/def2-TZVPD) of C32H29CrN7OS3 as an isolated structure.

```
73
Properties=species:S:1:pos:R:3:forces:R:3:lowdin_charge:R:1
Cr 0.3482 -0.9882 0.2545 0.0 1.1 -0.8 0.16
C 1.4749 2.3853 2.5418 0.8 0.6 0.2 -0.02
C 0.6956 1.3047 1.8903 -1.8 0.5 0.7 -0.27
N 1.2719 0.5686 0.9807 1.1 -1.4 -0.8 -0.16
N 2.6379 0.6524 0.8424 2.6 0.0 -0.6 0.01
C 3.2487 -0.1541 -0.0063 -3.4 0.5 0.6 -0.85
N 4.5776 -0.0267 -0.3168 1.1 2.3 1.3 0.02
S 2.3867 -1.2809 -0.9998 -0.3 -0.5 0.2 0.70
C -0.6931 1.0557 2.1721 3.5 0.1 -1.1 -0.24
C -1.4318 1.5867 3.2173 -2.4 1.1 1.5 -0.08
C -2.5612 0.9465 3.6941 0.9 1.4 0.9 -0.08
C -2.8918 -0.4426 3.3573 -0.2 0.1 -2.7 -0.11
C -1.9834 -1.1456 2.2388 1.2 0.0 0.9 -0.10
N -1.2246 -0.0437 1.4423 -0.9 -0.9 -0.3 -0.04
H 1.7938 3.1394 1.8092 0.0 -0.4 -0.1 0.07
H 2.4085 2.0251 3.0108 -0.5 0.0 -0.2 0.09
H 0.8996 2.9307 3.2650 -0.4 0.0 0.5 0.05
H 4.9310 0.7193 0.3087 0.1 -0.6 -0.5 0.09
H 5.1399 -0.8502 -0.2324 -0.1 -0.5 0.0 0.06
H -1.2412 2.6507 3.5351 0.0 -1.3 0.0 0.12
H -3.2213 1.3999 4.4699 0.7 -0.1 -0.7 0.11
H -3.0812 -1.0107 4.2173 -0.1 -1.0 1.2 0.11
H -1.3265 -2.0362 2.3816 -0.8 0.8 0.4 0.09
S 1.0664 -2.4456 1.8948 -0.2 -0.9 0.0 0.62
C 0.3067 -3.9607 1.3023 -0.3 0.3 -0.6 -0.61
C 0.5346 -5.2153 1.9010 -0.4 0.5 0.2 -0.13
C -0.2255 -6.3193 1.5200 0.2 -0.6 0.0 -0.14
C -1.1614 -6.2266 0.4953 0.9 0.8 -0.1 -0.12
C -1.3008 -5.0142 -0.2001 -0.1 -1.7 1.6 -0.16
C -0.6146 -3.8898 0.2012 0.5 -0.4 0.4 -0.65
S -1.0003 -2.4853 -0.7559 0.0 -0.1 -0.2 0.70
H 1.2353 -5.3207 2.7399 -0.2 0.2 -0.4 0.10
H -0.0544 -7.2911 2.0158 -0.1 0.6 -0.2 0.09
H -1.6975 -7.0957 0.1904 -0.5 -0.5 -0.2 0.08
H -2.0688 -4.9493 -0.9359 -0.2 0.2 -0.7 0.08
C 2.5352 1.7227 -4.7096 0.3 1.0 -0.8 -0.03
N 1.9405 0.8193 -3.7978 1.4 0.2 0.6 -0.10
N 1.0781 1.3585 -2.8643 -0.4 -0.4 0.9 0.09
C 0.2928 0.2858 -2.4498 0.4 1.1 -0.4 -0.51
O -0.3513 0.3788 -1.4200 -1.3 -0.6 1.6 -0.07
C 0.5062 -0.7820 -3.3500 -0.4 -0.5 -0.4 -0.02
C 1.5395 -0.4455 -4.1599 -0.5 1.3 0.8 -0.29
C 2.3237 -1.2675 -5.1069 -1.0 0.4 -1.0 -0.01
C 1.4117 2.4274 -1.9316 1.8 0.3 -1.0 -0.13
C 2.7875 2.8600 -1.7723 -0.9 -3.3 -1.6 -0.05
C 3.0704 3.9672 -1.0808 -0.9 1.3 0.8 -0.10
C 2.0230 4.6766 -0.4920 0.9 1.7 1.3 -0.13
C 0.7360 4.2444 -0.4837 -0.2 -0.7 -0.6 -0.10
C 0.4243 3.1319 -1.2808 -2.4 -0.5 0.7 -0.01
H 3.3461 1.2002 -5.2339 -0.2 0.4 0.1 0.10
H 2.8839 2.6767 -4.2626 0.1 -1.0 0.1 0.09
H 1.7456 2.0382 -5.3740 -0.1 0.2 -1.0 0.09
H -0.0187 -1.7039 -3.1800 0.2 -0.3 -0.3 0.08
H 1.7700 -2.2058 -5.1210 0.4 -0.2 -0.4 0.09
H 3.2573 -1.3937 -4.6178 1.1 -0.4 0.2 0.08
H 2.4893 -0.8480 -6.1495 -0.4 -0.5 1.3 0.10
H 3.5939 2.1963 -2.1693 -0.8 0.7 0.3 0.12
H 4.0537 4.3221 -0.9109 0.9 0.1 -0.1 0.10
H 2.2477 5.6044 0.0697 0.0 -0.7 -0.3 0.11
H -0.0133 4.7368 0.1364 0.1 -0.1 -0.4 0.11
H -0.6643 2.8012 -1.2590 1.7 0.2 -0.4 0.14
N -7.3923 0.4696 2.9640 -2.3 0.0 1.1 0.13
C -6.3528 0.4690 2.5135 2.5 0.2 -1.3 -0.21
C -5.0475 0.4361 1.9185 0.5 1.3 -0.5 -0.20
C -4.1353 -0.6758 2.3008 -1.2 -0.7 1.0 -0.16
C -3.1267 -1.0824 1.2750 -1.3 -0.3 -0.6 -0.19
C -2.5329 0.1984 0.8434 0.0 2.2 -0.2 -0.17
C -3.1667 1.4054 0.7360 0.6 -1.1 -0.1 0.00
C -4.5798 1.4654 1.1377 1.3 -2.5 1.0 0.02
H -4.8170 -1.4748 2.6386 0.7 -0.1 0.1 0.15
H -3.3476 -1.8086 0.5090 0.1 -0.3 -0.1 0.12
H -2.5372 2.2997 0.6325 -0.5 -0.3 0.2 0.12
H -5.1507 2.3232 1.0597 -1.1 1.6 -0.6 0.08
```
Positions in Å, forces in eV/Å.

Properties
Total energy = -3934.35189 Eh
HOMO (spin up / spin down) = -3.4 / -3.5 eV
Total charge = -1
Gap between HOMO and LUMO (spin up / spin down) = 5.70 / 5.80 eV
ΔE to the lowest compared entry with this formula, charge and spin = 367.0 kJ/mol
Spin multiplicity = 4
Expectation value of S² = 3.807
LUMO level (spin up / spin down) = 2.33 / 2.34 eV